# 1
19
Properties=species:S:1:pos:R:3:nbo_charge:R:1 method="wB97M-V/def2-TZVPD" lumo_ha=-0.05041 spin_multiplicity=1 homo_lumo_gap_ev=6.6474 e_above_lowest_kj_mol=27.3
C 1.6876 -0.3669 -1.2047 0.072
C 0.9479 0.9631 0.6581 -0.459
C -1.0551 2.1173 -1.6137 0.699
C -0.6030 -2.6340 1.7807 0.847
N 0.7317 0.3485 -0.6848 -0.490
F -1.7809 2.1748 -2.7561 -0.343
F 0.0905 2.7804 -1.8609 -0.341
F -1.7544 2.7117 -0.6551 -0.318
F -0.6189 -3.9749 2.0431 -0.337
F -0.1640 -2.0823 2.8839 -0.330
F 0.2082 -2.3111 0.8022 -0.338
P -0.9783 0.2158 -1.2886 0.658
S -2.2075 0.0579 0.2228 -0.621
H 1.4896 -0.4359 -2.2087 0.221
H 2.5416 -0.5747 -0.5455 0.212
H -1.5730 -2.1690 1.5191 0.147
H 2.0386 1.1779 0.7465 0.210
H 0.2613 1.8585 0.6739 0.257
H 0.7381 0.1429 1.4877 0.253

***

# 2
16
Properties=species:S:1:pos:R:3:lowdin_charge:R:1 method="wB97M-V/def2-TZVPD" lumo_ha=-0.34662 spin_multiplicity=1 homo_lumo_gap_ev=9.1617 total_charge=+2 e_above_lowest_kj_mol=33.3
O -1.7823 0.5163 1.8945 -0.017
C -1.2138 -0.4461 2.3556 -0.142
C -0.0099 -1.0956 1.7224 -0.065
O 0.8416 -0.1852 1.0480 0.115
C 0.6977 0.0555 -0.2274 -0.578
O 1.8463 0.1751 -0.8020 0.097
O -0.3776 0.1565 -0.8187 -0.147
C 1.8876 0.2860 -2.2343 0.033
H -0.3566 -1.9019 1.0559 0.166
F -3.5775 2.9836 -1.1162 -0.599
H -1.6170 -0.9923 3.2307 0.165
H 0.6036 -1.5534 2.5074 0.166
H 2.9447 0.2164 -2.4976 0.125
H 1.3190 -0.5316 -2.6897 0.113
H 1.4779 1.2569 -2.5334 0.111
La -2.6835 1.0596 -0.8951 2.456

***

| no. | HOMO (eV) | DFT total energy (a.u.) |
| --- | --- | --- |
| 1 | -8.0192 | -1549.4644 |
| 2 | -18.5935 | -587.8695 |